{
  "formula": "C2H4OS",
  "method": "wB97M-V/def2-TZVPD",
  "symbols": ["O", "C", "C", "S", "H", "H", "H", "H"],
  "coordinates": [[-1.893, -0.565, 0.241], [-1.171, 0.203, -0.365], [0.058, 0.891, 0.227], [1.316, -0.300, -0.113], [-1.195, 0.369, -1.406], [-0.268, 1.037, 1.252], [0.301, 1.854, -0.239], [1.930, -0.507, 1.092]],
  "forces_ev_per_angstrom": [[0.7, 1.3, -0.7], [0.2, -1.0, 1.6], [-1.7, 0.5, 0.7], [1.7, -0.9, 0.3], [-0.9, 0.0, -1.9], [0.8, 0.0, 0.4], [-0.2, -0.3, 0.1], [-0.6, 0.3, -0.5]],
  "gap_ev": 9.91,
  "total_charge": 0,
  "homo_energy_ev": -9.411,
  "e_tot_ha": -551.99174,
  "relative_energy_kj_mol": 96.99,
  "smiles": "O=CCS"
}